1.
{
  "formula": "C5H12Cl2Si",
  "method": "ωB97M-V with the def2-TZVPD basis set",
  "e_homo_ev": [-9.017, -7.913],
  "e_above_lowest_kcal_mol": 92.0,
  "homo_lumo_gap_ha": [0.288, 0.288],
  "symbols": ["C", "C", "C", "C", "C", "Si", "Cl", "Cl", "H", "H", "H", "H", "H", "H", "H", "H", "H", "H", "H", "H"],
  "coordinates": [[-0.831, 0.715, -1.321], [0.816, 2.256, -0.263], [1.320, -0.187, -0.439], [-0.965, -3.903, 0.787], [0.217, 0.847, -0.217], [-0.611, 0.589, 1.518], [0.713, 0.971, 3.026], [-2.174, 1.897, 1.722], [-0.388, 0.947, -2.289], [-1.228, -0.295, -1.360], [-1.658, 1.402, -1.161], [0.040, 3.011, -0.148], [1.300, 2.410, -1.227], [1.562, 2.398, 0.518], [1.752, -0.061, -1.430], [2.114, -0.076, 0.295], [0.924, -1.198, -0.365], [-0.078, -4.381, 1.137], [-1.733, -3.631, 1.475], [-1.091, -3.711, -0.256]]
}

---

2.
{
  "formula": "C22H31ClN2O3",
  "method": "ωB97M-V with the def2-TZVPD basis set",
  "e_homo_ev": -8.737,
  "e_above_lowest_kcal_mol": 445.7,
  "homo_lumo_gap_ha": 0.333,
  "symbols": ["C", "N", "C", "O", "C", "C", "N", "C", "O", "C", "C", "H", "H", "H", "H", "C", "H", "H", "C", "C", "C", "C", "C", "C", "C", "H", "H", "Cl", "H", "H", "H", "H", "H", "H", "H", "C", "H", "H", "C", "H", "C", "C", "H", "C", "O", "C", "C", "H", "H", "H", "H", "H", "H", "H", "H", "H", "H", "H", "H"],
  "coordinates": [[-4.176, -2.639, -1.672], [-3.481, -1.746, -0.793], [-3.875, -0.351, -0.826], [-4.842, -0.079, -1.589], [-3.324, 0.365, -0.010], [-2.458, 1.349, -0.626], [-1.753, 2.137, 0.409], [-2.373, 2.967, 1.073], [-1.861, 3.579, 2.000], [-3.812, 2.845, 0.982], [-4.436, 1.654, 0.847], [-5.389, 1.572, 0.121], [-4.609, 0.862, 1.694], [-4.058, 3.559, 0.131], [-4.341, 3.366, 1.710], [-0.313, 2.022, 0.504], [0.097, 2.356, 1.371], [-0.074, 0.923, 0.519], [0.664, 2.766, -0.850], [1.937, 2.189, -0.614], [2.309, 1.056, -1.604], [3.509, 0.621, -1.256], [4.517, 1.192, -0.456], [4.097, 2.212, 0.446], [2.883, 2.855, -0.083], [2.683, 3.550, 0.761], [4.880, 2.403, 0.962], [6.147, 0.568, -0.398], [3.841, -0.350, -1.910], [1.693, 0.593, -2.148], [0.551, 3.856, -0.755], [0.063, 2.351, -1.859], [-1.670, 0.880, -1.242], [-3.016, 1.913, -1.395], [-2.778, -0.027, 0.901], [-2.581, -2.128, 0.098], [-2.839, -3.385, -0.017], [-2.668, -1.879, 1.329], [-1.226, -2.130, -0.497], [-1.238, -2.630, -1.336], [-0.026, -2.672, 0.624], [-0.235, -4.032, 0.957], [-1.117, -4.472, 1.228], [1.038, -4.612, 1.646], [2.212, -4.007, 0.996], [2.524, -2.740, 0.861], [1.353, -2.302, -0.033], [1.478, -1.257, -0.148], [1.450, -2.561, -1.158], [3.226, -2.397, 0.513], [2.294, -2.109, 1.794], [1.181, -5.509, 1.696], [1.139, -3.942, 2.510], [0.076, -4.715, -0.134], [-0.151, -2.149, 1.536], [-1.010, -1.030, -0.566], [-4.942, -2.130, -2.442], [-4.853, -3.430, -1.194], [-3.426, -2.983, -2.368]]
}

---

3.
{
  "formula": "C61H37Cl4N8O4S2W",
  "method": "ωB97M-V with the def2-TZVPD basis set",
  "e_homo_ev": [-8.744, -8.751],
  "total_charge": 1,
  "e_above_lowest_kcal_mol": 131.3,
  "homo_lumo_gap_ha": [0.147, 0.148],
  "symbols": ["W", "Cl", "C", "C", "C", "C", "C", "C", "C", "C", "C", "C", "C", "C", "C", "C", "C", "C", "Cl", "C", "C", "C", "N", "C", "C", "C", "C", "C", "C", "Cl", "C", "C", "C", "C", "C", "C", "N", "C", "C", "C", "C", "C", "N", "C", "C", "C", "C", "Cl", "C", "C", "C", "C", "N", "H", "H", "H", "H", "H", "H", "H", "H", "H", "H", "H", "H", "H", "H", "H", "H", "H", "H", "H", "H", "H", "H", "H", "H", "N", "C", "C", "C", "C", "C", "C", "S", "O", "O", "N", "C", "N", "C", "C", "C", "N", "H", "H", "H", "H", "H", "H", "H", "H", "H", "O", "C", "O", "C", "C", "C", "C", "C", "C", "S", "H", "H", "H", "H"],
  "coordinates": [[-0.274, -0.163, -0.634], [-2.066, -0.265, 8.662], [-2.469, -0.885, 7.092], [-3.505, -0.138, 6.391], [-3.406, 0.190, 5.103], [-2.163, -0.077, 4.304], [-2.232, -2.508, 5.251], [-1.837, -1.943, 6.582], [-0.857, -1.870, 3.053], [0.331, -1.404, 2.583], [1.448, -1.133, 3.455], [2.518, -0.888, 2.671], [2.095, -1.065, 1.307], [2.931, -1.253, 0.227], [4.381, -1.002, 0.265], [5.230, -1.493, 1.253], [6.582, -1.205, 1.229], [7.107, -0.441, 0.196], [8.794, -0.080, 0.163], [6.282, 0.030, -0.817], [4.933, -0.254, -0.778], [2.437, -1.755, -1.007], [1.140, -1.620, -1.456], [1.164, -2.176, -2.738], [0.166, -1.982, -3.708], [0.523, -2.261, -5.115], [-0.206, -3.149, -5.900], [0.153, -3.382, -7.215], [1.240, -2.712, -7.759], [1.697, -3.014, -9.393], [1.964, -1.806, -6.996], [1.609, -1.592, -5.679], [-1.060, -1.399, -3.438], [-2.005, -1.017, -4.429], [-3.068, -0.473, -3.781], [-2.792, -0.531, -2.385], [-1.529, -1.056, -2.153], [-3.754, -0.218, -1.416], [-3.556, -0.275, -0.045], [-4.684, -0.242, 0.871], [-4.221, -0.466, 2.096], [-2.727, -0.591, 2.013], [-2.380, -0.484, 0.611], [-5.137, -0.001, -1.909], [-5.785, 1.217, -1.744], [-7.095, 1.372, -2.163], [-7.757, 0.305, -2.754], [-9.398, 0.484, -3.254], [-7.117, -0.913, -2.941], [-5.809, -1.058, -2.522], [2.422, -2.761, -3.000], [3.220, -2.489, -1.921], [0.706, -1.277, 1.251], [-4.355, 0.191, 6.968], [-4.168, 0.785, 4.624], [-1.785, -3.491, 5.105], [-1.062, -2.443, 7.143], [1.392, -1.156, 4.526], [3.516, -0.645, 2.978], [4.838, -2.135, 2.026], [7.235, -1.585, 1.999], [6.695, 0.610, -1.627], [4.282, 0.108, -1.561], [-1.045, -3.673, -5.470], [-0.404, -4.085, -7.815], [2.799, -1.281, -7.433], [2.151, -0.879, -5.078], [-1.873, -1.135, -5.487], [-3.955, -0.046, -4.204], [-5.700, -0.087, 0.564], [-4.758, -0.597, 3.014], [-5.251, 2.041, -1.295], [-7.603, 2.313, -2.029], [-7.638, -1.737, -3.403], [-5.307, -2.005, -2.658], [2.682, -3.300, -3.889], [4.236, -2.787, -1.756], [5.998, 1.772, 4.263], [4.833, 1.945, 3.597], [3.621, 2.093, 4.293], [2.418, 2.160, 3.623], [2.407, 2.075, 2.240], [3.596, 1.983, 1.526], [4.799, 1.924, 2.192], [0.949, 2.106, 1.216], [1.312, 1.241, 0.039], [0.578, 3.436, 0.861], [-0.391, 1.243, 1.611], [-0.946, 1.015, 2.762], [-0.387, 1.352, 3.978], [-1.048, 0.721, 4.879], [-1.853, -1.617, 4.088], [-2.251, -1.918, 2.650], [-2.139, 0.400, 2.927], [6.033, 1.918, 5.256], [6.867, 1.798, 3.761], [3.634, 2.148, 5.371], [1.493, 2.257, 4.167], [3.556, 1.959, 0.449], [5.718, 1.846, 1.630], [-0.827, 0.823, 5.926], [-3.321, -2.621, 5.225], [-2.766, -2.815, 2.345], [-2.681, 3.029, -0.989], [-1.578, 2.608, -1.249], [-1.198, 1.380, -0.865], [-0.539, 3.347, -1.993], [-0.651, 4.740, -2.054], [0.292, 5.502, -2.707], [1.375, 4.880, -3.318], [1.494, 3.507, -3.282], [0.553, 2.720, -2.615], [0.800, 0.979, -2.716], [-1.495, 5.198, -1.561], [0.194, 6.575, -2.747], [2.126, 5.468, -3.825], [2.317, 3.010, -3.771]]
}

---

4.
{
  "formula": "C23H30BF4N4OS6SiV",
  "method": "ωB97M-V with the def2-TZVPD basis set",
  "e_homo_ev": [-5.087, -5.093],
  "total_charge": -1,
  "multiplicity": 2,
  "e_above_lowest_kcal_mol": 10.2,
  "homo_lumo_gap_ha": [0.205, 0.235],
  "symbols": ["V", "S", "C", "S", "S", "C", "C", "N", "C", "C", "C", "O", "C", "C", "C", "C", "N", "C", "H", "H", "H", "H", "H", "H", "H", "H", "H", "H", "H", "H", "H", "H", "C", "Si", "C", "C", "C", "H", "H", "H", "H", "H", "H", "H", "H", "H", "H", "H", "F", "B", "F", "F", "F", "S", "C", "S", "C", "N", "N", "C", "C", "C", "C", "C", "C", "S", "H", "H", "H", "H", "H"],
  "coordinates": [[-2.020, -0.280, -2.247], [-2.984, -3.727, -4.773], [-2.634, -2.453, -3.821], [-2.219, -2.509, -2.135], [-2.648, -0.782, -4.319], [1.948, 2.893, -0.827], [2.934, 1.747, -1.021], [3.691, 1.844, -2.265], [4.647, 2.940, -2.386], [4.176, 4.019, -3.357], [3.685, 0.929, -3.264], [4.469, 0.984, -4.207], [2.682, -0.187, -3.207], [3.126, -1.499, -3.287], [2.193, -2.519, -3.310], [0.849, -2.193, -3.236], [0.407, -0.938, -3.192], [1.314, 0.040, -3.195], [1.359, 2.715, 0.074], [1.265, 2.967, -1.673], [2.464, 3.849, -0.715], [2.402, 0.798, -0.993], [3.648, 1.740, -0.191], [5.591, 2.528, -2.745], [4.801, 3.357, -1.391], [4.062, 3.587, -4.350], [4.910, 4.825, -3.409], [3.217, 4.434, -3.043], [4.188, -1.705, -3.332], [2.498, -3.554, -3.373], [0.100, -2.973, -3.217], [0.937, 1.055, -3.215], [-4.946, 0.106, 1.609], [-3.358, -0.286, 0.644], [-2.902, -2.073, 1.042], [-2.029, 0.964, 1.126], [-3.757, -0.108, -1.222], [-4.726, 0.214, 2.673], [-5.678, -0.697, 1.498], [-5.409, 1.035, 1.267], [-3.034, -2.283, 2.104], [-1.864, -2.293, 0.787], [-3.541, -2.767, 0.489], [-1.933, 1.041, 2.211], [-2.252, 1.959, 0.732], [-1.058, 0.662, 0.731], [-4.141, 0.898, -1.422], [-4.516, -0.839, -1.502], [-0.535, 2.797, -3.436], [-1.444, 2.451, -2.472], [-0.912, 1.233, -1.776], [-1.672, 3.411, -1.532], [-2.645, 1.970, -3.037], [2.638, 0.182, 5.063], [1.804, -0.448, 3.775], [2.295, -0.172, 2.128], [0.856, -1.059, 1.523], [0.132, -1.480, 2.503], [0.651, -1.168, 3.746], [-0.120, -1.629, 4.851], [0.438, -1.964, 6.081], [-0.381, -2.419, 7.103], [-1.746, -2.562, 6.914], [-2.296, -2.248, 5.679], [-1.492, -1.780, 4.655], [0.604, -1.243, -0.137], [1.498, -1.871, 6.240], [0.058, -2.666, 8.062], [-2.377, -2.915, 7.720], [-3.360, -2.365, 5.514], [-1.906, -1.525, 3.693]]
}